[1]
# C3H8N2

A 2-piece molecular cluster, C3H8N2 overall in a non-equilibrium geometry (wB97M-V/def2-TZVPD, the Open Molecules 2025 dataset).

Energy, Ha: -228.47691
Energy above the lowest of the compared OMol25 structures with the same formula, charge and spin, kcal per mole: 107.8
HOMO level (alpha / beta), eV: -7.1 / -7.1
Largest force on an atom, eV Å⁻¹: 4.03
Lowest unoccupied orbital energy (alpha / beta), Eh: 0.0145 / 0.0145
Multiplicity: 1

Last column: Löwdin charge in e.
Atoms and positions in Å:
C (-0.91819, 1.26350, 0.11567)  0.09
N (-0.07334, 0.17661, -1.37388)  0.09
C (0.36120, -0.54803, -0.28280)  -0.67
N (-0.39631, -1.66144, -0.03200)  0.10
C (1.28999, -0.12135, 0.66116)  -0.07
H (0.64734, 0.84550, -1.63820)  0.07
H (-0.05331, -2.34017, 0.62424)  0.09
H (-1.03396, -1.94053, -0.75846)  0.09
H (-1.70673, 1.43773, -0.60042)  0.03
H (-0.28363, 2.12029, 0.31157)  0.05
H (-1.31426, 0.80626, 1.01143)  0.06
H (1.97340, 0.67778, 0.42575)  0.03
H (1.50778, -0.71614, 1.53596)  0.03

---

[2]
# C3H8N2

One molecule with the formula C3H8N2 in a non-equilibrium geometry (wB97M-V/def2-TZVPD, the Open Molecules 2025 dataset).

Energy, Ha: -228.48251
Energy above the lowest of the compared OMol25 structures with the same formula, charge and spin, kcal per mole: 104.3
HOMO level, eV: -8.4
SMILES string: C/C(N)=C\N
Largest force on an atom, eV Å⁻¹: 9.15
Lowest unoccupied orbital energy, Eh: 0.0340
Multiplicity: 1

Last column: Löwdin charge in e.
Atoms and positions in Å:
C (0.57114, -0.38812, -1.28979)  -0.06
C (0.16930, -0.12242, 0.10302)  -0.26
N (0.89214, -1.07434, 1.35638)  -0.01
C (-0.62268, 0.40161, 0.95828)  -0.09
N (-1.49592, 1.47847, 0.05397)  -0.04
H (-0.05690, 0.15623, -1.99765)  0.07
H (1.61168, -0.08914, -1.44198)  0.09
H (0.49702, -1.45698, -1.50943)  0.09
H (1.75894, -1.45023, 0.97877)  0.02
H (0.28842, -1.85770, 1.59681)  0.03
H (-0.73421, 0.68746, 1.98763)  0.10
H (-1.16138, 2.43820, 0.12175)  0.03
H (-1.71757, 1.27694, -0.91775)  0.02

---

[3]
# C3H8N2

A 4-piece molecular cluster, C3H8N2 overall in a non-equilibrium geometry (wB97M-V/def2-TZVPD, the Open Molecules 2025 dataset).

Energy, Ha: -228.40239
Energy above the lowest of the compared OMol25 structures with the same formula, charge and spin, kcal per mole: 154.5
HOMO level, eV: -7.7
Largest force on an atom, eV Å⁻¹: 3.05
Lowest unoccupied orbital energy, Eh: 0.0200
Multiplicity: 1

Last column: Löwdin charge in e.
Atoms and positions in Å:
C (-1.78768, 0.96611, 0.28223)  -0.09
C (-0.76192, -0.10786, 0.07525)  -0.36
N (-0.86052, -1.34868, 0.30388)  0.08
H (-1.77487, -1.60405, 0.70345)  0.05
H (0.44666, 0.20668, -0.67219)  0.14
H (-2.71418, 0.56070, 0.70218)  0.07
H (-1.40316, 1.73242, 0.96033)  0.08
H (-2.01342, 1.46567, -0.66336)  0.08
C (2.53236, -0.58584, -0.47058)  -0.19
N (1.95993, 0.54272, -0.50606)  -0.09
H (0.73856, 0.38061, 0.16665)  0.12
H (2.02062, -1.54015, -0.26718)  0.05
H (3.61760, -0.66834, -0.61459)  0.05

---

[4]
# C3H8N2

C3H8N2 as an isolated structure in a non-equilibrium geometry (wB97M-V/def2-TZVPD, the Open Molecules 2025 dataset).

Energy, Ha: -228.41529
Energy above the lowest of the compared OMol25 structures with the same formula, charge and spin, kcal per mole: 146.4
HOMO level (alpha / beta), eV: -8.8 / -8.7
Largest force on an atom, eV Å⁻¹: 1.66
Lowest unoccupied orbital energy (alpha / beta), Eh: -0.0230 / -0.0031
Multiplicity: 1

Last column: Löwdin charge in e.
Atoms and positions in Å:
C (0.06577, 1.36578, 0.10707)  -0.29
C (0.69505, -1.32344, 0.10510)  -0.02
N (1.17968, 0.71889, -0.45874)  0.04
C (-0.71193, 0.03278, 0.44655)  -0.38
N (-1.73874, -0.42370, -0.21090)  0.08
H (0.96926, 0.53247, -1.44099)  0.06
H (-2.17463, 0.30211, -0.78419)  0.04
H (-0.54499, 1.98623, -0.55483)  0.10
H (0.32657, 1.90772, 1.01647)  0.10
H (-0.52416, -0.15275, 1.50176)  0.13
H (-0.01996, -2.07493, 0.43696)  0.04
H (0.91991, -1.57333, -0.92556)  0.05
H (1.55818, -1.29783, 0.76130)  0.05

---

[5]
# C3H8N2

One molecule with the formula C3H8N2 in a non-equilibrium geometry (wB97M-V/def2-TZVPD, the Open Molecules 2025 dataset).

Energy, Ha: -228.57378
Energy above the lowest of the compared OMol25 structures with the same formula, charge and spin, kcal per mole: 47.0
HOMO level, eV: -8.4
SMILES string: CC(C)=NN
Largest force on an atom, eV Å⁻¹: 2.41
Lowest unoccupied orbital energy, Eh: 0.0390
Multiplicity: 1

Last column: Löwdin charge in e.
Atoms and positions in Å:
C (-0.21187, -0.26510, -1.75579)  -0.07
C (-0.08088, 0.03579, -0.29731)  -0.43
C (-0.10932, -1.06881, 0.77435)  -0.06
N (0.06331, 1.26285, -0.01212)  -0.05
N (0.17888, 1.61213, 1.28062)  -0.02
H (-0.01777, 0.66621, -2.32758)  0.08
H (0.43962, -1.08035, -2.03336)  0.06
H (-1.28362, -0.55395, -2.01362)  0.09
H (-0.81725, -0.88367, 1.59105)  0.07
H (0.93400, -1.09854, 1.22057)  0.09
H (-0.28777, -2.05503, 0.29474)  0.08
H (0.51537, 2.54738, 1.43522)  0.08
H (0.67729, 0.88109, 1.84324)  0.08

---

[6]
# C3H8N2

One molecule with the formula C3H8N2 in a non-equilibrium geometry (wB97M-V/def2-TZVPD, the Open Molecules 2025 dataset).

Energy, Ha: -228.52704
Energy above the lowest of the compared OMol25 structures with the same formula, charge and spin, kcal per mole: 76.3
HOMO level, eV: -8.1
SMILES string: C=NN(C)C
Largest force on an atom, eV Å⁻¹: 2.79
Lowest unoccupied orbital energy, Eh: 0.0379
Multiplicity: 1

Last column: Löwdin charge in e.
Atoms and positions in Å:
C (1.44813, -1.42655, 0.35539)  -0.07
N (1.05022, -0.25421, 0.73191)  -0.03
N (0.06671, 0.30945, -0.01681)  -0.34
C (-0.83175, -0.43513, -0.86386)  -0.11
C (-0.38734, 1.59766, 0.55530)  -0.10
H (1.14425, -1.96853, -0.53688)  0.05
H (2.21080, -1.88149, 1.00199)  0.05
H (-1.54319, 0.30916, -1.23664)  0.07
H (-1.40233, -1.27471, -0.31644)  0.11
H (-0.29753, -0.86055, -1.75715)  0.08
H (0.23694, 2.44965, -0.00176)  0.10
H (-1.55524, 1.79397, 0.37147)  0.10
H (-0.13967, 1.64126, 1.71350)  0.10